#a
Formula: C2H11N2O
Source: OMol25
Level of theory: ωB97M-V with the def2-TZVPD basis set

Computed properties:
gap between HOMO and LUMO	0.3643	Eh

The geometry in ORCA input format:
```
! wB97M-V def2-TZVPD RIJCOSX def2/J DEFGRID3
* xyz 1 1
C -1.056 0.580 0.894
N -0.625 -0.798 1.159
C -0.027 1.522 0.328
N 0.859 0.951 -0.792
H -1.642 0.975 1.713
H -1.759 0.475 0.023
H -0.791 -1.092 2.106
H -1.051 -1.397 0.476
H 0.632 2.021 1.042
H -0.518 2.432 -0.073
H 0.219 0.996 -1.582
H 1.725 1.481 -0.834
H 1.133 -0.058 -0.732
H 1.480 -1.905 -1.570
H 0.453 -2.796 -1.129
O 0.588 -1.836 -1.203
*
```

***

#b
Formula: C2H11N2O
Source: OMol25
Level of theory: ωB97M-V with the def2-TZVPD basis set

Computed properties:
gap between HOMO and LUMO	0.3715	Eh

The geometry in ORCA input format:
```
! wB97M-V def2-TZVPD RIJCOSX def2/J DEFGRID3
* xyz 1 1
N -0.119 -1.156 0.265
C -0.306 0.270 -0.133
C -0.791 1.097 1.031
N -1.123 2.417 0.511
H -1.014 -1.634 0.325
H 0.284 -1.242 1.205
H 0.552 -1.686 -0.316
H -1.014 0.273 -0.963
H 0.609 0.625 -0.559
H -0.092 1.161 1.867
H -1.730 0.664 1.395
H -1.731 2.934 1.155
H -0.317 3.021 0.430
H 2.858 -2.045 -1.582
H 1.514 -1.802 -2.294
O 1.903 -2.075 -1.455
*
```

***

Calculated relative energies: #a 15.6; #b 0.0, given in kcal/mol

***

#a
Formula: C4H16O4
Source: OMol25
Level of theory: ωB97M-V with the def2-TZVPD basis set

Computed properties:
expectation value of S²	0.750
gap between HOMO and LUMO (spin up / spin down)	0.0671 / 0.3511	Eh

The geometry in ORCA input format:
```
! wB97M-V def2-TZVPD RIJCOSX def2/J DEFGRID3
* xyz -1 2
C 0.681 -1.569 -0.383
C 0.457 -0.053 -0.557
C 1.424 0.870 -1.333
C 1.742 2.162 -0.703
O 0.703 1.214 -2.564
H 0.984 -1.984 -1.367
H -0.212 -1.974 0.119
H 1.519 -1.970 0.295
H -0.627 -0.012 -0.844
H 0.442 0.325 0.505
H 2.379 0.196 -1.512
H 0.836 2.937 -0.494
H 2.185 1.945 0.186
H 2.404 3.025 -0.999
H 0.472 0.337 -2.881
H -5.494 -0.468 5.324
H -5.736 0.964 4.776
O -5.094 0.442 5.263
H 0.103 2.752 -4.088
H 1.584 3.237 -4.275
O 0.631 3.255 -4.603
H -0.748 -5.031 3.973
H 0.200 -5.395 3.155
O -0.835 -5.204 3.007
*
```

***

#b
Formula: C4H16O4
Source: OMol25
Level of theory: ωB97M-V with the def2-TZVPD basis set

Computed properties:
expectation value of S²	0.750
gap between HOMO and LUMO (spin up / spin down)	0.0859 / 0.3706	Eh

The geometry in ORCA input format:
```
! wB97M-V def2-TZVPD RIJCOSX def2/J DEFGRID3
* xyz -1 2
C 1.188 -2.573 2.794
O -0.204 -2.188 2.594
H 1.608 -2.973 1.870
H 1.751 -1.672 3.035
H 1.366 -3.299 3.587
H -0.259 -1.379 2.080
C -1.326 -0.247 0.224
O -0.326 0.182 1.143
H -1.426 -1.330 0.158
H -2.253 0.240 0.527
H -1.131 0.081 -0.797
H -0.075 1.061 0.851
C -0.523 3.614 0.183
O 0.449 2.676 0.467
H -0.075 4.287 -0.548
H -1.349 3.083 -0.289
H -0.921 4.074 1.087
H 1.236 3.120 0.794
C 0.080 -1.160 -3.527
O 1.193 -0.472 -2.923
H -0.322 -0.617 -4.382
H 0.400 -2.123 -3.924
H -0.681 -1.405 -2.787
H 1.602 -0.980 -2.218
*
```

***

Calculated relative energies: #a 16.2; #b 0.0, given in kcal/mol

***

#a
Formula: H9NO3
Source: OMol25
Level of theory: ωB97M-V with the def2-TZVPD basis set

Computed properties:
gap between HOMO and LUMO	0.4046	Eh
SMILES string	N.O.O.O

The geometry in ORCA input format:
```
! wB97M-V def2-TZVPD RIJCOSX def2/J DEFGRID3
* xyz 0 1
N -0.675 0.392 1.164
H -0.138 1.221 1.418
H -1.257 0.004 1.896
H -1.360 0.640 0.465
H 1.626 -0.972 0.997
H 2.851 -0.693 0.048
O 2.576 -1.118 0.870
H -0.460 1.187 -0.990
H 0.802 1.865 -0.564
O 0.213 1.832 -1.326
H -1.844 -1.856 -1.321
H -2.312 -1.474 0.017
O -1.963 -1.061 -0.786
*
```

***

#b
Formula: H9NO3
Source: OMol25
Level of theory: ωB97M-V with the def2-TZVPD basis set

Computed properties:
gap between HOMO and LUMO	0.4007	Eh
SMILES string	N.O.O.O

The geometry in ORCA input format:
```
! wB97M-V def2-TZVPD RIJCOSX def2/J DEFGRID3
* xyz 0 1
N 2.338 -0.770 1.196
H 2.520 -1.286 2.048
H 1.501 -0.227 1.411
H 2.013 -1.393 0.465
H -4.383 1.155 -1.274
H -4.480 0.043 -0.171
O -3.930 0.735 -0.542
H 2.295 1.107 -0.054
H 2.831 0.968 -1.502
O 2.246 1.485 -0.944
H -1.043 -1.228 -0.691
H -1.150 0.143 -0.025
O -0.759 -0.731 0.082
*
```

***

Calculated relative energies: #a 7.6; #b 0.0, given in kcal/mol

***

#a
Formula: C25H19N4O11Ti
Source: OMol25
Level of theory: ωB97M-V with the def2-TZVPD basis set

Computed properties:
gap between HOMO and LUMO (spin up / spin down)	0.1522 / 0.1523	Eh

The geometry in ORCA input format:
```
! wB97M-V def2-TZVPD RIJCOSX def2/J DEFGRID3
* xyz -1 1
Ti -0.916 1.160 0.559
O -0.597 3.331 4.004
C -0.267 2.626 3.075
O -1.069 1.851 2.396
C 1.204 2.537 2.649
C 1.612 1.085 2.352
C 3.132 0.942 2.362
C 3.520 1.652 1.041
C 2.155 2.067 0.497
O 1.311 0.967 0.930
C 1.561 3.237 1.290
C 0.374 3.833 0.517
O 0.233 5.038 0.463
O -0.373 2.958 -0.093
H 1.794 2.960 3.459
H 1.047 0.325 2.884
H 3.422 -0.107 2.339
H 3.569 1.404 3.246
H 4.011 0.960 0.358
H 4.170 2.514 1.188
H 2.076 2.163 -0.583
H 2.281 4.037 1.448
C -5.044 2.072 0.209
C -5.233 2.079 -1.208
C -4.197 1.740 -2.012
C -2.939 1.376 -1.456
N -2.757 1.423 -0.080
C -3.829 1.756 0.712
C -1.839 0.883 -2.157
C -1.755 0.699 -3.567
C -0.678 0.094 -4.123
C 0.384 -0.347 -3.276
C 0.294 -0.113 -1.945
N -0.774 0.498 -1.350
H -5.847 2.336 0.882
H -6.192 2.351 -1.629
H -4.317 1.728 -3.087
H -3.623 1.776 1.774
H -2.571 1.046 -4.187
H -0.617 -0.049 -5.195
H 1.261 -0.836 -3.679
H 1.099 -0.388 -1.273
O -2.361 -2.108 0.631
C -1.194 -1.818 0.797
O -0.702 -0.725 1.271
C -0.128 -2.840 0.411
C -0.515 -4.098 -0.027
C 0.458 -5.008 -0.398
C 1.808 -4.718 -0.367
C 2.152 -3.452 0.065
C 1.220 -2.511 0.457
N 3.583 -3.092 0.094
O 4.388 -3.949 -0.212
O 3.874 -1.960 0.421
N 0.048 -6.350 -0.856
O 0.926 -7.118 -1.202
O -1.136 -6.608 -0.859
H -1.566 -4.344 -0.074
H 2.550 -5.440 -0.668
H 1.519 -1.524 0.779
*
```

***

#b
Formula: C25H19N4O11Ti
Source: OMol25
Level of theory: ωB97M-V with the def2-TZVPD basis set

Computed properties:
gap between HOMO and LUMO (spin up / spin down)	0.1295 / 0.1296	Eh

The geometry in ORCA input format:
```
! wB97M-V def2-TZVPD RIJCOSX def2/J DEFGRID3
* xyz -1 1
Ti 0.388 -0.058 0.245
O -0.681 3.162 -2.003
C 0.017 2.331 -1.461
O -0.386 1.401 -0.650
C 1.522 2.247 -1.774
C 1.822 0.848 -2.375
C 3.138 0.910 -3.151
C 4.146 1.094 -1.991
C 3.240 0.940 -0.757
O 2.189 0.065 -1.219
C 2.448 2.232 -0.515
C 1.627 2.102 0.792
O 1.613 0.894 1.289
O 1.088 3.076 1.275
H 1.764 3.052 -2.463
H 0.989 0.381 -2.893
H 3.311 -0.023 -3.686
H 3.148 1.730 -3.867
H 4.927 0.335 -2.003
H 4.617 2.076 -1.996
H 3.714 0.518 0.122
H 3.064 3.126 -0.441
C -2.449 1.418 2.992
C -2.128 0.662 4.150
C -1.232 -0.362 4.056
C -0.612 -0.655 2.817
N -0.932 0.098 1.696
C -1.850 1.094 1.815
C 0.360 -1.656 2.606
C 0.708 -2.652 3.552
C 1.633 -3.604 3.243
C 2.239 -3.582 1.957
C 1.877 -2.608 1.074
N 0.965 -1.642 1.354
H -3.163 2.228 3.029
H -2.586 0.901 5.102
H -0.976 -0.938 4.935
H -2.074 1.637 0.908
H 0.219 -2.660 4.517
H 1.895 -4.371 3.960
H 2.967 -4.329 1.672
H 2.309 -2.578 0.082
O 0.430 -3.221 -1.473
C -0.454 -2.449 -1.167
O -0.271 -1.166 -1.018
C -1.870 -2.933 -0.982
C -2.228 -4.169 -1.491
C -3.538 -4.614 -1.347
C -4.480 -3.865 -0.668
C -4.099 -2.651 -0.131
C -2.803 -2.160 -0.299
N -5.067 -1.883 0.618
O -6.213 -2.293 0.662
O -4.693 -0.871 1.164
N -3.930 -5.884 -1.917
O -3.089 -6.528 -2.513
O -5.079 -6.252 -1.775
H -1.504 -4.785 -2.004
H -5.491 -4.225 -0.558
H -2.537 -1.194 0.101
*
```

***

Calculated relative energies: #a 0.0; #b 26.1, given in kcal/mol

***

#a
Formula: C3H3Br
Source: OMol25
Level of theory: ωB97M-V with the def2-TZVPD basis set

Computed properties:
gap between HOMO and LUMO	0.3628	Eh
SMILES string	CC#CBr

The geometry in ORCA input format:
```
! wB97M-V def2-TZVPD RIJCOSX def2/J DEFGRID3
* xyz 0 1
C 0.091 0.027 -0.397
C -0.267 0.229 -1.615
C 0.208 -0.028 1.024
Br -0.591 -0.056 -3.334
H -0.795 -0.102 1.567
H 0.464 0.941 1.549
H 0.890 -1.011 1.206
*
```

***

#b
Formula: C3H3Br
Source: OMol25
Level of theory: ωB97M-V with the def2-TZVPD basis set

Computed properties:
gap between HOMO and LUMO (spin up / spin down)	0.1710 / 0.1711	Eh

The geometry in ORCA input format:
```
! wB97M-V def2-TZVPD RIJCOSX def2/J DEFGRID3
* xyz 0 1
C -0.015 -1.378 0.838
C 0.157 -0.308 0.302
C 0.275 0.878 -0.399
Br -2.250 1.739 -2.823
H -0.084 -2.305 1.278
H -0.283 1.803 -0.221
H 1.167 1.093 -0.729
*
```

***

Calculated relative energies: #a 0.0; #b 61.8, given in kcal/mol

***

#a
Formula: C12H16N2O
Source: OMol25
Level of theory: ωB97M-V with the def2-TZVPD basis set

Computed properties:
gap between HOMO and LUMO	0.3175	Eh
SMILES string	Cc1c[nH]c2ccccc12.CCC(N)=O

The geometry in ORCA input format:
```
! wB97M-V def2-TZVPD RIJCOSX def2/J DEFGRID3
* xyz 0 1
C -0.640 -1.881 -1.027
C -1.405 -2.927 -1.834
C -0.502 -2.425 0.371
O -1.444 -2.425 1.142
N 0.640 -3.101 0.729
H 0.142 -1.453 -1.601
H -1.307 -1.049 -0.783
H -1.508 -3.951 -1.471
H 0.689 -3.729 1.505
H 1.445 -2.816 0.201
H -0.955 -3.093 -2.816
H -2.424 -2.660 -2.117
C 1.558 1.545 2.743
C 0.621 1.482 -0.877
C 0.297 1.769 0.457
C 1.472 1.522 1.251
C 2.439 1.112 0.390
C -0.374 1.418 -1.869
C -1.662 1.375 -1.438
C -1.049 1.753 0.854
C -2.021 1.764 -0.121
N 1.985 1.232 -0.919
H 2.230 0.613 -1.675
H -0.011 1.238 -2.876
H 3.420 0.736 0.626
H -2.520 1.214 -2.067
H -1.414 2.004 1.844
H 1.889 2.542 3.039
H 2.172 0.782 3.212
H -3.052 2.000 0.094
H 0.554 1.442 3.156
*
```

***

#b
Formula: C12H16N2O
Source: OMol25
Level of theory: ωB97M-V with the def2-TZVPD basis set

Computed properties:
gap between HOMO and LUMO	0.3302	Eh
SMILES string	CCc1c[nH]cn1.Cc1ccc(O)cc1

The geometry in ORCA input format:
```
! wB97M-V def2-TZVPD RIJCOSX def2/J DEFGRID3
* xyz 0 1
C 1.871 2.022 -1.287
C -1.733 -0.171 -2.113
C -1.721 0.858 -1.170
C -0.540 -0.512 -2.780
C -0.510 1.562 -1.073
C 0.696 0.151 -2.612
C 0.687 1.165 -1.654
O -2.638 -1.214 -2.134
H -2.604 1.165 -0.578
H -3.472 -0.825 -1.681
H -0.614 -1.501 -3.430
H -0.523 2.473 -0.455
H 1.495 0.023 -3.274
H 2.098 1.555 -0.352
H 1.656 3.049 -1.325
H 2.783 1.815 -2.006
C -0.097 0.430 2.782
C -1.591 -0.020 2.529
C 0.721 -0.549 1.928
C 0.272 -1.791 1.413
C 2.368 -1.487 0.936
N 2.034 -0.469 1.633
N 1.322 -2.522 0.792
H 0.233 1.495 2.503
H 0.369 0.153 3.808
H -2.237 0.081 3.527
H -0.822 -2.058 1.214
H 3.417 -1.657 0.911
H 1.083 -2.930 -0.056
H -1.839 -0.933 1.959
H -2.165 0.641 2.045
*
```

***

Calculated relative energies: #a 0.0; #b 65.3, given in kcal/mol